1.
C10H20N4O4 | ωB97M-V with the def2-TZVPD basis set

Its HOMO energy is -8.52 eV. Its SMILES is NCCCC[C@H](N)C(=O)N[C@@H](CC(N)=O)C(=O)O. The max |F| is 4.86 eV Å⁻¹. The calculation puts the relative energy (zero: lowest compared OMol25 entry of this formula, charge and spin) at 343.8 kJ/mol. The calculation puts the total energy at -24842.918 eV. For the frontier orbital gap, the calculation gives 9.2 eV.

```
38
Properties=species:S:1:pos:R:3:forces:R:3
C -0.828291 0.516817 0.559710 3.6803 0.2498 -1.5087
C 0.073225 -0.642822 -0.167812 0.5996 -0.6399 -1.1230
C -1.723639 1.103343 -0.556579 0.7841 1.3364 1.1488
C -3.223134 1.222790 -0.366288 0.8517 1.4867 1.2232
C -4.136055 0.131237 -0.938290 -1.4506 1.3402 -0.7807
C -4.103006 -1.284593 -0.267378 1.2162 1.8173 -1.6802
C 2.388198 -0.111833 0.769641 1.8354 -2.1921 0.8276
C 2.733089 1.114464 -0.045136 -0.3137 -0.0713 0.1627
C 3.772523 -0.971391 1.080446 -1.1134 2.8835 -3.4920
C 4.447938 -0.792055 -0.302572 3.6709 -2.5089 1.9583
H -0.296939 2.108257 1.811614 0.2082 0.2434 -0.4272
H 0.693330 1.940828 0.354689 -1.6901 -0.3671 2.1928
H -1.277326 -0.032293 1.353517 -0.9094 -0.1938 0.6307
H -1.751969 0.432259 -1.310909 0.9857 -2.2806 -2.6375
H -1.221442 2.022178 -1.010291 -0.7344 -0.9144 0.9607
H -3.302258 1.613538 0.664319 -1.1183 -0.8644 0.0936
H -3.455972 2.115218 -0.904449 -0.5161 0.6667 -0.6062
H -5.137825 0.765094 -1.015058 1.2435 -2.1445 0.4391
H -3.877818 -0.013820 -2.024125 0.1260 0.2074 0.8774
H -2.978499 -1.478089 -0.319648 -1.2925 -0.3568 0.7471
H -4.565143 -2.006192 -0.952736 0.1511 0.1415 0.1552
H -5.775389 -1.616539 0.852281 1.6484 0.7635 0.7078
H -4.501216 -0.801506 1.792845 -0.4518 -0.4269 -1.1975
H 1.668735 -1.915806 -0.199195 0.3359 0.1834 -0.4366
H 2.199239 0.363039 1.711864 -1.0690 -0.2894 0.4960
H 4.477634 -0.789383 1.887299 -0.5432 0.6922 0.1114
H 3.510619 -1.976888 1.075542 -0.6816 -1.9379 0.3274
H 6.139625 -1.067289 -1.275029 0.3429 -0.1852 -0.1396
H 6.237787 -1.766125 0.257179 0.3299 -0.5638 0.9192
H 2.127579 2.352264 -1.426187 0.0143 -1.2707 0.8874
N 0.187956 1.476069 1.181690 -0.9441 -0.3206 -1.6704
N -4.762881 -1.376739 0.977079 -1.3419 -1.0073 1.3424
N 1.396972 -1.052227 0.233136 -2.1090 2.5723 1.3728
N 5.816237 -1.094315 -0.325038 -1.0751 1.1463 -0.5705
O -0.387207 -1.234526 -1.138283 0.0400 0.2894 1.3457
O 3.637619 1.799432 0.307999 1.2362 0.9092 0.1089
O 3.950901 -0.559896 -1.354395 -1.9000 1.0417 -1.3127
O 1.846790 1.507507 -0.971453 -0.0465 0.5648 -1.4532
```
Positions in Å, forces in eV/Å.

Atomic partial charges in e from the Löwdin method, atoms 1 to 6: -0.21 -0.34 -0.18 -0.25 -0.20 -0.31

=====

2.
C10H20NP2 | ωB97M-V with the def2-TZVPD basis set

Its HOMO energy is -11.48 eV. The max |F| is 4.05 eV Å⁻¹. As for the total charge: +1. The calculation puts the relative energy (zero: lowest compared OMol25 entry of this formula, charge and spin) at 0.0 kJ/mol. The calculation puts the total energy at -30754.622 eV. For the frontier orbital gap, the calculation gives 9.4 eV.

```
33
Properties=species:S:1:pos:R:3:forces:R:3
C -0.001972 0.390551 -0.350510 0.3922 2.8594 -1.1899
C 0.543146 -0.901283 1.413793 -0.5375 -0.0177 -1.4141
C -1.128554 0.024807 0.360911 -0.2274 -1.8251 0.7785
C 1.093709 -0.166194 0.347987 -0.0639 -0.0556 0.5749
C 3.346448 1.693186 -0.076872 3.4888 -1.7937 0.9907
C 3.970984 -0.675101 1.225138 -2.4526 -2.0520 0.0566
C 2.990192 -0.883478 -1.610098 0.9526 0.7130 -2.8783
C -3.269481 1.596187 -0.877567 -3.4660 0.1996 1.6707
C -3.520900 -1.175117 -1.043971 2.5667 -0.5039 -2.6845
C -3.783642 -0.054473 1.650336 -1.5029 -3.1946 -1.6137
N -0.785951 -0.873717 1.366051 -0.1702 0.5159 0.6571
P 2.789821 -0.031027 0.003821 0.6620 0.8143 -1.4131
P -2.891821 0.089350 0.077168 0.9685 -0.1402 -0.9245
H 0.052569 1.273006 -1.071343 -0.0634 -1.6462 0.7172
H 1.156000 -1.512589 2.028829 -0.1468 -0.5501 0.8834
H 3.219846 2.290324 0.810621 -0.3478 -0.3400 0.7446
H 4.515413 1.505774 -0.132732 -2.2155 0.8595 -0.3446
H 2.999973 2.288869 -0.845083 -0.6665 0.8510 -2.0143
H 3.472214 -0.557980 2.178273 -0.2442 -0.4591 0.3950
H 4.332534 -1.693352 1.067877 -0.9320 -0.3224 -0.0278
H 4.872783 -0.226554 1.378483 2.2660 2.3298 -0.3806
H 3.987565 -1.065119 -2.140950 -0.7605 1.0259 1.2888
H 2.689853 -1.887579 -1.529247 -0.7575 -1.4454 0.9110
H 2.320909 -0.560723 -2.498126 0.7829 0.2751 1.8675
H -4.447829 1.735802 -0.943374 2.2678 -0.2939 0.5329
H -3.039642 1.501153 -1.893943 0.9986 -0.2933 -1.4149
H -2.861727 2.491500 -0.429854 0.1763 0.1375 0.0225
H -4.439573 -0.724314 -1.404693 -0.8166 -1.0213 0.3010
H -3.354372 -2.237547 -0.756643 -1.1654 0.8507 0.4100
H -2.897863 -1.226851 -2.064931 -0.8545 0.7466 2.2091
H -3.272914 0.583539 2.288000 0.4829 1.1339 1.6934
H -3.797886 -1.175197 2.019915 0.5420 2.3208 -0.7317
H -4.859820 0.164148 1.452718 0.8438 0.3216 0.3276
```
Positions in Å, forces in eV/Å.

Atomic partial charges in e from the Löwdin method, atoms 1 to 6: -0.11 -0.19 -0.45 -0.40 -0.17 -0.16

=====

3.
C10H20O | ωB97M-V with the def2-TZVPD basis set

Its HOMO energy is -9.92 eV. Its SMILES is C=C(C=O)CC.CCCCC. The max |F| is 2.18 eV Å⁻¹. The calculation puts the relative energy (zero: lowest compared OMol25 entry of this formula, charge and spin) at 134.2 kJ/mol. The calculation puts the total energy at -12740.327 eV. For the frontier orbital gap, the calculation gives 10.2 eV.

```
31
Properties=species:S:1:pos:R:3:forces:R:3
C -0.782858 -2.463986 0.156054 -0.3632 0.4583 -0.4825
C -0.985685 -2.260917 -1.364846 0.1636 1.4261 0.0441
C -0.578444 -3.334757 -2.350381 -0.6959 -0.2047 0.0098
C -1.498328 -3.809395 -3.211737 -0.4463 0.4276 0.1814
C 0.817234 -3.850494 -2.428346 0.1521 0.1776 -0.3020
C 1.339292 4.644665 3.705171 -0.1571 -0.7823 1.7921
C 1.118988 4.613300 2.199443 0.5686 -0.0717 -0.6363
C 0.851102 3.291459 1.400991 -1.6025 0.6462 1.3238
C -0.697164 3.062831 1.388180 -0.7468 0.0454 1.1782
C -1.197120 1.663891 0.960327 0.8283 0.0404 -1.2667
H -0.836242 -1.508873 0.714751 -0.2492 -0.4431 -0.4615
H 0.184742 -2.855492 0.366026 0.8822 -0.3623 0.0253
H -1.500437 -3.160472 0.559304 -0.3576 -0.1893 0.1934
H -0.480545 -1.283647 -1.605121 -0.1152 -1.0134 -0.1061
H -2.036286 -2.057754 -1.623263 0.1767 -0.0068 0.4863
H -1.232500 -4.467126 -4.042834 -0.0915 -0.0409 0.4116
H -2.576633 -3.478132 -3.139891 1.4315 -0.3708 -0.2126
H 0.992060 -4.727097 -3.082908 -0.3293 -0.0028 -0.0591
H 1.166259 5.692434 4.085850 0.3677 -1.0931 -0.3150
H 2.371360 4.312703 3.979028 -0.6441 0.4749 -0.2724
H 0.692212 3.958861 4.354091 0.4071 0.8768 -1.1382
H 2.071393 4.981230 1.770989 -0.6141 0.4147 0.0923
H 0.294550 5.325425 1.991695 0.5451 -0.3337 -0.3132
H 1.368367 2.420436 1.818057 0.0305 0.1802 -0.0248
H 1.205807 3.494565 0.404504 0.1196 -0.3138 -0.5075
H -1.075994 3.202824 2.451003 0.4370 0.2429 -1.1429
H -1.168182 3.863381 0.757360 0.3840 -0.7018 0.5524
H -2.205805 1.617221 0.517652 0.3029 0.4098 0.2589
H -1.178931 0.899203 1.741246 0.2694 0.2658 0.0805
H -0.495714 1.360001 0.152862 -0.4953 -0.3188 0.3338
O 1.764801 -3.366160 -1.862441 -0.1583 0.1626 0.2771
```
Positions in Å, forces in eV/Å.

Atomic partial charges in e from the Löwdin method, atoms 1 to 6: -0.08 -0.21 -0.28 0.07 -0.24 -0.14